(w)
Formula: C5H12N3
Source: the Open Molecules 2025 dataset
Level of theory: ωB97M-V/def2-TZVPD

Computed properties:
* E_HOMO (spin up / spin down): -11.84 / -11.84 eV
* E_LUMO (spin up / spin down): -5.4 / -5.4 eV
* 2S+1: 1
* charge: +1

Each line ends with the Löwdin charge.
Geometry (Å):
C1 0.1300 -3.0416 1.1551  0.13
C2 0.2005 -1.7147 1.4642  -0.11
C3 -2.0962 -1.1099 0.7785  0.03
C4 1.9755 2.6527 -2.7474  -0.10
C5 -0.4492 0.5446 1.3455  0.12
N1 0.9367 1.9851 -0.7761  0.06
N2 -0.7502 -0.6962 1.1873  -0.16
N3 1.3047 1.7382 -1.8780  -0.13
H1 1.0972 -3.4803 1.1826  0.07
H2 -0.7859 -3.6094 0.9396  0.09
H3 1.1216 -1.3164 1.8441  0.12
H4 -2.4555 -1.9211 1.3567  0.10
H5 -2.6875 -0.2920 1.1325  0.09
H6 -2.0843 -1.0082 -0.3620  0.16
H7 2.2952 3.6257 -2.2964  0.10
H8 1.3111 2.7341 -3.6740  0.12
H9 2.7891 2.1887 -3.2505  0.06
H10 0.4567 0.8733 1.8425  0.14
H11 -1.2238 1.2389 1.2458  0.11
H12 0.5329 1.1981 -0.1675  0.02

---

(x)
Formula: C5H12N3
Source: the Open Molecules 2025 dataset
Level of theory: ωB97M-V/def2-TZVPD

Computed properties:
* E_HOMO: -12.72 eV
* E_LUMO: -3.5 eV
* 2S+1: 1
* charge: +1

Each line ends with the Löwdin charge.
Geometry (Å):
C1 0.7596 -2.6474 -0.2596  0.01
C2 0.7490 -2.6057 0.9439  0.00
C3 -0.8777 0.9175 -0.1541  -0.05
C4 -3.2968 0.4645 0.0870  -0.08
C5 2.7398 0.8244 -0.1102  -0.15
N1 0.3666 0.4459 -0.1265  0.04
N2 -1.9197 0.2033 0.2989  -0.01
N3 1.4554 1.2720 -0.4552  -0.12
H1 0.9315 -2.6451 -1.3196  0.05
H2 1.0263 -2.3801 1.9825  0.07
H3 -0.9806 1.8305 -0.7471  0.17
H4 -3.7157 1.1987 0.8574  0.11
H5 -3.4750 0.9882 -0.8638  0.09
H6 -3.9995 -0.4603 0.1289  0.13
H7 3.5407 1.3725 -0.5268  0.07
H8 2.8703 0.8016 0.9909  0.10
H9 3.1038 -0.2157 -0.5155  0.12
H10 0.6921 -0.4960 0.3309  0.13
H11 -1.6031 -0.5686 0.8668  0.14
H12 1.6328 1.6998 -1.4087  0.17

---

What is the stability order? It is (x), (w), from most stable to least stable.

---

(w)
Formula: C5H12N3
Source: the Open Molecules 2025 dataset
Level of theory: ωB97M-V/def2-TZVPD

Computed properties:
* E_HOMO (spin up / spin down): -14.07 / -13.66 eV
* E_LUMO (spin up / spin down): -6.9 / -6.4 eV
* 2S+1: 1
* charge: +1

Each line ends with the Löwdin charge.
Geometry (Å):
C1 1.4783 0.7067 -0.5062  -0.32
C2 -1.0456 0.8784 -0.3984  -0.35
C3 -1.4412 1.8638 0.7375  0.01
C4 3.3911 -0.6453 0.0740  -0.07
C5 -1.8622 -1.5151 -0.4722  0.01
N1 0.3236 1.0529 -0.8596  0.19
N2 1.9627 -0.2900 0.1093  0.07
N3 -1.1513 -0.4406 0.1536  0.09
H1 2.1949 1.4549 -0.9382  0.16
H2 -1.7005 0.7677 -1.2875  0.17
H3 -0.9538 1.8289 1.7786  0.13
H4 -2.3886 1.6072 1.0911  0.06
H5 -1.1682 2.8203 0.3365  0.09
H6 4.0272 -0.0360 0.8558  0.14
H7 3.6647 -1.5745 0.4700  0.05
H8 3.7942 -0.5595 -0.9452  0.10
H9 -1.9707 -2.3670 0.1071  0.08
H10 -2.8356 -1.1194 -0.7376  0.12
H11 -1.2379 -1.8060 -1.3058  0.12
H12 -0.5741 -0.5458 0.9739  0.15

---

(x)
Formula: C5H12N3
Source: the Open Molecules 2025 dataset
Level of theory: ωB97M-V/def2-TZVPD

Computed properties:
* E_HOMO: -13.99 eV
* E_LUMO: -3.4 eV
* 2S+1: 1
* charge: +1

Each line ends with the Löwdin charge.
Geometry (Å):
C1 1.1822 1.5886 -0.9230  -0.17
C2 -0.4809 0.1669 -1.0512  -0.10
C3 0.3497 -2.8912 0.7073  -0.06
C4 -1.8999 1.2567 0.6559  0.03
C5 1.1299 -2.2491 -0.1437  -0.09
N1 0.4376 0.6700 -1.7056  0.13
N2 0.5132 1.6457 0.3989  0.06
N3 -0.5655 0.7068 0.3566  -0.12
H1 1.2384 2.5554 -1.4301  0.14
H2 -1.1877 -0.5658 -1.3884  0.15
H3 2.2032 1.2060 -0.8068  0.13
H4 0.3441 -2.6787 1.7656  0.05
H5 -0.2960 -3.6947 0.3946  0.06
H6 -2.1210 2.0707 -0.0350  0.12
H7 -2.6531 0.4799 0.5367  0.11
H8 -1.9315 1.6255 1.6795  0.11
H9 1.1568 -2.4882 -1.1902  0.06
H10 1.8123 -1.4804 0.1842  0.05
H11 0.1814 2.5785 0.6265  0.14
H12 -0.3593 -0.0679 1.0115  0.18

---

What is the stability order? It is (x), (w), from most stable to least stable.